# C20H51N3O12P3S

A 4-piece molecular cluster, C20H51N3O12P3S overall in a non-equilibrium geometry (wB97M-V/def2-TZVPD, OMol25).

Results
ΔE to the lowest compared entry with this formula, charge and spin ... 0.0 kcal per mole
E_HOMO ... -0.4084 Ha
Maximum force ... 8.144 eV/A
Gap between HOMO and LUMO ... 6.34 eV

```
! RIJCOSX wB97M-V def2-TZVPD def2/J DEFGRID3
* xyz 1 1
N 3.139 0.694 -4.261
C 2.956 1.922 -5.044
N 2.003 2.891 -4.432
N 0.597 2.675 -4.506
C 0.193 1.691 -5.105
S -0.251 0.326 -5.647
H 2.904 -0.051 -4.912
H 2.440 0.642 -3.522
H 3.940 2.417 -5.007
H 2.803 1.731 -6.110
H 2.255 2.986 -3.437
H 2.199 3.817 -4.831
O 5.125 1.038 1.863
P 4.406 2.295 1.509
O 2.925 1.747 1.035
C 2.174 0.887 1.891
C 1.324 1.673 2.871
O 5.069 2.615 0.048
C 6.297 2.001 -0.349
C 6.032 0.742 -1.147
O 3.920 3.878 1.541
C 3.527 4.502 2.769
C 4.335 4.057 3.969
H 2.828 0.194 2.425
H 1.526 0.291 1.246
H 1.949 2.169 3.618
H 0.637 1.010 3.398
H 0.743 2.440 2.356
H 6.933 1.802 0.512
H 6.829 2.725 -0.971
H 5.325 0.081 -0.645
H 6.956 0.189 -1.323
H 5.589 0.998 -2.113
H 2.458 4.338 2.933
H 3.656 5.576 2.631
H 4.259 2.974 4.127
H 3.983 4.555 4.872
H 5.391 4.293 3.830
O -2.918 2.518 9.433
P -2.588 2.469 7.973
O -1.886 0.969 7.914
C -2.569 -0.172 8.420
C -3.465 -0.806 7.371
O -1.243 3.393 7.937
C -0.975 4.333 8.979
C -0.086 3.723 10.044
O -2.549 2.515 6.298
C -3.695 2.178 5.517
C -5.006 2.639 6.117
H -3.148 0.079 9.312
H -1.802 -0.888 8.719
H -4.324 -0.166 7.153
H -3.845 -1.767 7.720
H -2.918 -0.964 6.440
H -1.902 4.716 9.405
H -0.465 5.182 8.520
H -0.459 2.756 10.378
H -0.010 4.384 10.909
H 0.918 3.552 9.650
H -3.703 1.100 5.334
H -3.562 2.654 4.542
H -5.166 2.208 7.113
H -5.842 2.343 5.482
H -5.018 3.725 6.225
O -3.592 -4.779 -6.186
P -2.442 -4.728 -7.135
O -1.558 -6.046 -6.722
C -2.167 -7.334 -6.659
C -2.152 -8.029 -8.008
O -1.538 -3.553 -6.433
C -2.112 -2.671 -5.479
C -1.890 -3.174 -4.066
O -1.576 -4.447 -8.517
C -2.051 -4.903 -9.789
C -3.553 -4.818 -9.950
H -3.187 -7.270 -6.275
H -1.586 -7.919 -5.945
H -2.838 -7.540 -8.706
H -2.463 -9.069 -7.907
H -1.153 -8.004 -8.445
H -3.170 -2.510 -5.684
H -1.615 -1.704 -5.603
H -2.180 -4.218 -3.961
H -2.460 -2.580 -3.349
H -0.832 -3.114 -3.802
H -1.694 -5.921 -9.964
H -1.574 -4.276 -10.545
H -4.075 -5.411 -9.188
H -3.854 -5.189 -10.930
H -3.893 -3.785 -9.849
*
```

These are the Löwdin partial charges, in e, on atoms 1 to 6:
1 N 0.055
2 C -0.208
3 N 0.056
4 N 0.060
5 C -0.714
6 S 0.987


# C20H51O22S6V

C20H51O22S6V as an isolated structure in a non-equilibrium geometry (wB97M-V/def2-TZVPD, OMol25).

Results
ΔE to the lowest compared entry with this formula, charge and spin ... 0.0 kcal per mole
E_HOMO ... -0.3054 Ha
Maximum force ... 4.312 eV/A
Gap between HOMO and LUMO ... 7.99 eV

```
! RIJCOSX wB97M-V def2-TZVPD def2/J DEFGRID3
* xyz 0 1
O 1.836 0.628 -1.427
V 0.651 0.471 -0.324
O 1.342 -0.380 0.877
C 1.750 4.124 -1.093
C 0.593 3.996 -0.119
C -0.541 4.947 -0.400
O 0.254 2.637 0.049
H 2.172 5.131 -1.004
H 1.446 4.031 -2.140
H 2.544 3.404 -0.903
H 0.984 4.306 0.861
H -1.132 5.033 0.512
H -1.163 4.723 -1.267
H -0.017 5.892 -0.563
C 4.915 1.758 -1.974
C 4.957 2.373 -3.361
O 5.996 1.671 -4.074
S 6.892 0.811 -3.051
O 8.305 1.034 -3.193
O 6.404 -0.545 -2.967
O 6.318 1.594 -1.778
H 4.440 0.779 -1.937
H 4.429 2.497 -1.343
H 5.133 3.447 -3.395
H 3.984 2.197 -3.824
O 2.255 4.013 3.999
S 3.105 2.862 3.959
O 4.490 2.848 4.324
O 2.321 1.665 4.774
C 2.503 1.694 6.214
C 1.809 2.866 6.909
C 3.015 2.109 2.342
H 3.581 1.771 6.365
H 2.093 0.740 6.540
H 1.737 2.727 7.988
H 0.747 2.870 6.650
H 2.299 3.779 6.583
H 2.121 1.490 2.290
H 3.822 1.390 2.213
H 3.094 2.950 1.658
O -0.762 0.744 -2.017
S -1.798 1.371 -2.805
O -1.512 2.387 -3.755
O -2.552 0.142 -3.611
C -3.604 0.579 -4.528
C -4.545 -0.594 -4.897
C -3.094 1.942 -1.657
H -3.178 1.104 -5.379
H -4.212 1.308 -3.990
H -5.395 -0.739 -4.241
H -3.955 -1.513 -4.946
H -4.819 -0.467 -5.944
H -2.841 2.974 -1.407
H -2.919 1.482 -0.688
H -4.088 1.796 -2.062
O 2.200 -3.584 -1.605
S 0.897 -2.995 -1.755
O 0.572 -1.756 -1.095
O 0.714 -2.840 -3.349
C -0.196 -1.844 -3.794
C -0.598 -2.192 -5.247
C -0.402 -4.193 -1.428
H 0.229 -0.843 -3.874
H -1.074 -1.774 -3.155
H -1.069 -3.176 -5.202
H 0.196 -2.137 -5.986
H -1.406 -1.506 -5.506
H -1.411 -3.836 -1.627
H -0.374 -4.402 -0.357
H -0.205 -5.089 -2.012
O -2.404 -2.724 0.755
S -2.532 -1.289 0.776
O -1.391 -0.390 0.637
O -3.717 -0.811 -0.255
C -4.236 -1.771 -1.162
C -5.598 -1.255 -1.652
C -3.452 -0.898 2.281
H -4.389 -2.779 -0.770
H -3.536 -1.977 -1.977
H -5.583 -0.289 -2.155
H -6.254 -1.140 -0.786
H -6.129 -1.945 -2.308
H -3.708 0.160 2.250
H -2.732 -1.121 3.065
H -4.368 -1.479 2.268
O -0.781 -4.949 2.181
S -0.193 -4.724 3.477
O 1.231 -4.966 3.682
O -0.632 -3.236 4.030
C 0.061 -2.083 3.551
C 1.044 -1.679 4.630
C -1.099 -5.676 4.794
H -0.649 -1.282 3.347
H 0.611 -2.335 2.642
H 1.570 -0.761 4.358
H 1.860 -2.382 4.794
H 0.482 -1.524 5.552
H -0.646 -5.315 5.711
H -0.983 -6.720 4.521
H -2.132 -5.345 4.711
*
```

These are the Löwdin partial charges, in e, on atoms 1 to 6:
1 O -0.314
2 V 0.919
3 O -0.346
4 C -0.065
5 C -0.583
6 C -0.059


# C20H52O6P

A 5-piece molecular cluster, C20H52O6P overall in a non-equilibrium geometry (wB97M-V/def2-TZVPD, OMol25).

Results
E_HOMO ... -0.1374 Ha
Maximum force ... 1.430 eV/A
Gap between HOMO and LUMO ... 6.25 eV

```
! RIJCOSX wB97M-V def2-TZVPD def2/J DEFGRID3
* xyz -1 1
C -0.607 -3.639 2.469
C -0.673 -2.228 3.090
P -0.179 -0.809 1.908
O 0.521 0.130 3.215
C 1.733 -0.417 3.677
C 2.184 -1.548 2.724
O 1.398 -1.511 1.567
H 0.281 -4.142 2.851
H -0.611 -3.618 1.384
H -1.450 -4.214 2.855
H -1.703 -2.030 3.375
H -0.104 -2.267 4.023
H 0.108 0.268 0.964
H -1.468 -0.173 2.159
H -0.723 -1.566 0.781
H 1.538 -0.819 4.674
H 2.515 0.345 3.666
H 3.238 -1.387 2.483
H 2.088 -2.539 3.184
C -5.662 -1.030 2.738
C -5.509 -2.455 2.232
O -4.679 -3.260 3.043
C -5.098 -3.455 4.375
C -6.439 -4.161 4.504
H -4.682 -0.580 2.896
H -6.209 -0.431 2.008
H -6.211 -0.988 3.681
H -5.023 -2.440 1.257
H -6.491 -2.928 2.093
H -5.109 -2.504 4.920
H -4.320 -4.069 4.830
H -7.260 -3.547 4.129
H -6.646 -4.386 5.551
H -6.434 -5.094 3.939
C 3.244 6.165 2.506
C 4.103 4.925 2.696
O 3.480 3.902 3.438
C 2.281 3.373 2.872
C 2.462 2.749 1.503
H 2.882 6.528 3.469
H 3.826 6.956 2.029
H 2.377 5.964 1.876
H 4.999 5.188 3.262
H 4.443 4.544 1.725
H 1.503 4.144 2.845
H 1.940 2.610 3.571
H 2.727 3.490 0.743
H 1.535 2.264 1.194
H 3.252 1.997 1.525
C 3.254 1.529 -3.680
C 3.064 1.474 -2.170
O 1.801 1.002 -1.769
C 1.483 -0.325 -2.171
C 2.433 -1.379 -1.630
H 2.443 2.093 -4.145
H 4.203 2.013 -3.923
H 3.264 0.533 -4.124
H 3.138 2.483 -1.759
H 3.863 0.885 -1.705
H 1.420 -0.379 -3.266
H 0.483 -0.512 -1.782
H 3.438 -1.270 -2.049
H 2.071 -2.376 -1.885
H 2.499 -1.301 -0.544
C -2.092 0.892 -6.219
C -0.670 0.911 -5.685
O 0.000 -0.330 -5.795
C 0.172 -0.837 -7.101
C 0.995 0.063 -8.008
H -2.660 0.083 -5.758
H -2.587 1.838 -5.995
H -2.122 0.750 -7.301
H -0.684 1.132 -4.618
H -0.087 1.707 -6.165
H -0.799 -1.063 -7.559
H 0.687 -1.789 -6.971
H 0.480 1.000 -8.228
H 1.190 -0.439 -8.957
H 1.948 0.307 -7.538
*
```

These are the Löwdin partial charges, in e, on atoms 1 to 6:
1 C -0.177
2 C -0.358
3 P 0.455
4 O -0.374
5 C -0.281
6 C -0.289


# C20H53N3O8

A 5-piece molecular cluster, C20H53N3O8 overall in a non-equilibrium geometry (wB97M-V/def2-TZVPD, OMol25).

Results
ΔE to the lowest compared entry with this formula, charge and spin ... 37.6 kcal per mole
E_HOMO ... -0.3046 Ha
Maximum force ... 1.867 eV/A
SMILES ... COCCNCCOC.COCCNCCOC.COCCNCCOC.CO.CO
Gap between HOMO and LUMO ... 9.01 eV

```
! RIJCOSX wB97M-V def2-TZVPD def2/J DEFGRID3
* xyz 0 1
C 15.296 12.271 7.849
O 14.903 12.073 9.251
C 15.743 11.097 9.920
C 15.164 10.609 11.279
N 13.834 10.056 11.161
C 13.785 8.859 10.313
C 12.340 8.259 10.254
O 11.443 9.225 9.641
C 10.161 8.736 9.432
H 16.354 12.299 7.587
H 14.784 13.150 7.458
H 14.899 11.510 7.176
H 16.719 11.544 10.108
H 15.883 10.209 9.304
H 15.096 11.465 11.950
H 15.860 9.884 11.699
H 13.341 10.724 10.587
H 14.430 8.066 10.689
H 14.158 8.982 9.296
H 11.945 8.002 11.236
H 12.442 7.278 9.789
H 9.616 8.579 10.363
H 10.148 7.791 8.891
H 9.578 9.421 8.816
C 6.979 9.834 11.733
O 8.159 9.317 12.288
C 8.098 7.957 12.631
C 9.486 7.487 13.123
N 9.711 7.862 14.485
C 10.979 7.476 15.036
C 11.301 8.565 16.152
O 11.068 9.902 15.766
C 11.948 10.418 14.745
H 6.729 9.425 10.755
H 7.065 10.921 11.720
H 6.077 9.571 12.285
H 7.784 7.365 11.771
H 7.387 7.764 13.435
H 10.263 7.871 12.461
H 9.533 6.405 13.005
H 9.559 8.853 14.607
H 11.794 7.490 14.313
H 10.976 6.411 15.266
H 12.359 8.450 16.389
H 10.677 8.353 17.020
H 11.900 9.872 13.803
H 12.989 10.344 15.061
H 11.739 11.462 14.512
C 9.525 10.540 18.890
O 10.097 11.498 19.756
C 10.838 10.887 20.798
C 12.074 10.064 20.383
N 13.190 10.889 19.968
C 13.038 11.403 18.563
C 14.412 11.808 17.966
O 15.095 10.655 17.432
C 16.251 10.990 16.772
H 8.968 10.992 18.068
H 8.833 9.918 19.457
H 10.279 9.875 18.469
H 10.210 10.172 21.331
H 11.054 11.666 21.529
H 11.801 9.299 19.657
H 12.408 9.449 21.219
H 14.059 10.377 20.035
H 12.336 12.236 18.588
H 12.564 10.655 17.928
H 15.074 12.312 18.670
H 14.247 12.464 17.111
H 16.791 11.776 17.300
H 16.180 11.302 15.730
H 16.870 10.094 16.799
C 17.279 5.400 17.036
O 16.937 6.266 18.086
H 17.328 4.383 17.426
H 16.508 5.551 16.281
H 18.230 5.716 16.607
H 17.690 6.193 18.677
C 15.005 8.409 14.547
O 14.240 8.088 13.381
H 15.221 9.478 14.561
H 14.487 8.125 15.463
H 15.953 7.873 14.528
H 13.922 8.875 12.932
*
```

These are the Löwdin partial charges, in e, on atoms 1 to 6:
1 C -0.089
2 O -0.185
3 C -0.208
4 C -0.203
5 N -0.060
6 C -0.194


# C20H53N3O9

A 5-piece molecular cluster, C20H53N3O9 overall in a non-equilibrium geometry (wB97M-V/def2-TZVPD, OMol25).

Results
ΔE to the lowest compared entry with this formula, charge and spin ... 62.1 kcal per mole
E_HOMO ... -0.3231 Ha
Maximum force ... 2.980 eV/A
SMILES ... COCCNCCOC.COCCNCCOC.COCCNCCOC.OCCO.O
Gap between HOMO and LUMO ... 9.46 eV

```
! RIJCOSX wB97M-V def2-TZVPD def2/J DEFGRID3
* xyz 0 1
C 3.642 -1.991 -1.411
O 2.862 -1.114 -2.195
C 1.731 -1.728 -2.848
C 0.809 -0.549 -3.291
N 0.146 0.017 -2.134
C -0.966 0.922 -2.484
C -1.401 1.674 -1.263
O -0.419 2.572 -0.882
C -0.646 3.241 0.400
H 4.600 -1.497 -1.247
H 3.812 -2.907 -1.977
H 3.186 -2.261 -0.458
H 1.191 -2.420 -2.202
H 2.199 -2.303 -3.646
H 0.011 -1.037 -3.851
H 1.287 0.151 -3.976
H 0.822 0.482 -1.547
H -1.802 0.414 -2.966
H -0.696 1.690 -3.208
H -1.624 0.943 -0.486
H -2.337 2.193 -1.470
H -1.641 3.684 0.454
H 0.083 4.011 0.653
H -0.510 2.394 1.072
C 1.034 0.025 1.394
O 1.841 1.203 1.206
C 3.235 0.950 1.351
C 3.840 2.377 1.192
N 3.397 3.125 -0.010
C 4.070 2.694 -1.217
C 5.484 3.344 -1.451
O 5.978 3.462 -2.816
C 6.378 2.255 -3.362
H 0.029 0.046 0.974
H 1.034 -0.125 2.474
H 1.512 -0.854 0.961
H 3.592 0.471 0.440
H 3.551 0.520 2.302
H 4.925 2.272 1.204
H 3.709 2.906 2.136
H 2.441 2.798 -0.033
H 3.501 3.171 -2.016
H 4.078 1.608 -1.310
H 6.306 2.897 -0.893
H 5.390 4.391 -1.162
H 5.626 1.474 -3.477
H 7.185 1.886 -2.729
H 6.940 2.339 -4.292
C -1.327 -2.171 2.410
O -2.321 -1.809 1.475
C -3.646 -2.319 1.818
C -4.160 -1.801 3.098
N -4.628 -0.385 2.987
C -3.450 0.540 2.779
C -4.052 1.998 2.783
O -3.045 2.941 2.470
C -3.430 4.358 2.496
H -0.355 -2.470 2.018
H -1.560 -3.076 2.970
H -1.132 -1.359 3.111
H -3.457 -3.392 1.858
H -4.430 -2.339 1.061
H -3.473 -1.842 3.943
H -4.988 -2.412 3.458
H -5.219 -0.087 3.750
H -3.018 0.423 1.785
H -2.679 0.377 3.532
H -4.489 2.239 3.753
H -4.829 1.959 2.020
H -2.481 4.874 2.639
H -3.998 4.589 3.397
H -3.952 4.647 1.583
O -0.934 -4.473 -0.709
C -1.866 -5.539 -0.591
C -2.942 -5.332 -1.618
O -3.751 -4.236 -1.176
H -1.576 -3.762 -0.647
H -1.259 -6.416 -0.815
H -2.220 -5.635 0.436
H -3.563 -6.219 -1.496
H -2.520 -5.141 -2.604
H -3.363 -3.388 -1.404
O -1.961 -1.962 -1.063
H -2.157 -1.759 -0.148
H -1.185 -1.439 -1.264
*
```

These are the Löwdin partial charges, in e, on atoms 1 to 6:
1 C -0.121
2 O -0.226
3 C -0.171
4 C -0.189
5 N -0.058
6 C -0.194